(1)
Molecular formula: C13H26AuNO3P2
Method: DFT, the ωB97M-V functional and the def2-TZVPD basis

<S²>: 2.032
Energy above the lowest of the compared OMol25 structures with the same formula, charge and spin in kcal/mol: 22.6

ORCA input file:
```
! RIJCOSX wB97M-V def2-TZVPD def2/J DEFGRID3
* xyz 2 3
Au -0.25 0.28 0.18
P 1.92 -0.61 0.07
C 2.14 -0.61 -1.73
C 0.97 -1.27 -2.39
N -0.23 -0.96 -1.85
C -1.37 -1.37 -2.40
C -1.36 -2.27 -3.47
C -0.13 -2.67 -4.00
C 1.05 -2.15 -3.48
C -2.67 -0.82 -1.82
P -2.31 0.67 -0.84
H 2.04 -2.43 -3.83
H -2.32 -2.60 -3.87
H -0.10 -3.38 -4.83
H -3.38 -0.59 -2.63
H -3.14 -1.56 -1.16
H 2.13 0.64 -2.03
H 3.11 -1.03 -2.04
H 1.42 2.51 -1.68
O 2.23 1.94 -2.16
H 2.32 2.22 -3.08
H 0.26 2.75 -0.08
O 0.40 3.16 -1.00
H 0.43 4.12 -0.86
C -2.32 1.99 -2.08
H -3.35 2.16 -2.42
H -1.91 2.91 -1.64
H -1.69 1.71 -2.93
C -3.71 0.96 0.26
H -3.45 1.78 0.94
H -4.60 1.23 -0.33
H -3.91 0.05 0.84
C 2.10 -2.30 0.67
H 3.10 -2.69 0.42
H 1.97 -2.29 1.76
H 1.33 -2.94 0.23
C 3.33 0.35 0.68
H 3.12 0.61 1.73
H 4.24 -0.27 0.63
H 3.46 1.26 0.08
C -0.59 0.86 3.16
C -0.27 1.50 1.86
O -0.02 2.68 1.66
H -1.64 0.53 3.14
H -0.43 1.56 3.99
H 0.05 -0.03 3.28
*
```


(2)
Molecular formula: C13H26Br4O9
Method: DFT, the ωB97M-V functional and the def2-TZVPD basis

SMILES: COC(=O)OC.COC(=O)OC.COC(=O)OC.BrCCBr.BrCCBr
Energy above the lowest of the compared OMol25 structures with the same formula, charge and spin in kcal/mol: 0.0

ORCA input file:
```
! RIJCOSX wB97M-V def2-TZVPD def2/J DEFGRID3
* xyz 0 1
C 2.27 2.92 -4.07
O 2.49 2.92 -2.59
C 1.39 3.17 -1.89
O 0.32 3.49 -2.31
O 1.67 2.89 -0.62
C 0.56 3.18 0.24
H 1.82 3.82 -4.36
H 1.68 2.09 -4.49
H 3.32 2.85 -4.38
H -0.20 2.36 0.17
H 0.09 4.18 0.02
H 0.80 3.18 1.33
C -3.97 0.58 -3.29
O -3.06 -0.51 -3.20
C -2.00 -0.37 -3.99
O -1.86 0.58 -4.71
O -1.22 -1.44 -3.92
C 0.02 -1.27 -4.64
H -4.74 0.26 -2.63
H -4.21 0.57 -4.33
H -3.49 1.48 -3.01
H 0.42 -2.23 -4.71
H 0.73 -0.62 -4.04
H -0.16 -0.77 -5.54
C -2.96 -1.60 5.19
O -2.20 -2.04 4.03
C -0.95 -2.56 4.17
O -0.41 -2.70 5.25
O -0.47 -2.74 2.96
C 0.81 -3.31 2.75
H -3.86 -1.23 4.76
H -2.49 -0.85 5.80
H -3.12 -2.50 5.78
H 1.57 -2.87 3.26
H 0.99 -3.14 1.71
H 0.74 -4.36 3.03
Br 4.24 -0.79 4.37
C 3.65 -0.17 2.55
C 3.05 1.17 2.50
Br 1.50 1.23 3.70
H 3.06 -0.94 2.09
H 4.57 -0.10 2.03
H 2.76 1.41 1.48
H 3.66 2.02 2.73
Br -3.02 -0.92 0.58
C -1.25 -1.56 0.18
C -0.42 -0.27 -0.03
Br 1.38 -0.83 -0.25
H -1.30 -2.09 -0.76
H -0.90 -2.16 1.11
H -0.44 0.33 0.87
H -0.87 0.22 -0.90
*
```


(3)
Molecular formula: C13H26Cl26
Method: DFT, the ωB97M-V functional and the def2-TZVPD basis

Energy above the lowest of the compared OMol25 structures with the same formula, charge and spin in kcal/mol: 31.6

ORCA input file:
```
! RIJCOSX wB97M-V def2-TZVPD def2/J DEFGRID3
* xyz 0 1
C -1.64 0.13 -4.01
Cl -2.25 1.64 -3.32
Cl -2.26 -0.19 -5.60
H -0.56 0.26 -4.13
H -1.78 -0.69 -3.30
C 5.40 3.10 1.50
Cl 6.93 2.49 0.68
Cl 5.68 3.53 3.23
H 5.11 3.96 0.89
H 4.67 2.29 1.56
C 0.64 3.57 0.17
Cl -0.74 4.56 0.91
Cl 0.56 3.41 -1.62
H 1.56 4.05 0.50
H 0.60 2.58 0.61
C 3.61 -2.28 -2.38
Cl 4.21 -1.04 -3.54
Cl 3.02 -3.88 -3.04
H 4.46 -2.51 -1.73
H 2.80 -1.83 -1.81
C -4.84 4.20 -0.58
Cl -4.98 5.35 0.79
Cl -3.38 3.26 -0.58
H -5.62 3.45 -0.53
H -4.76 4.80 -1.49
C 0.96 -0.56 0.36
Cl -0.49 -0.34 -0.68
Cl 2.35 0.36 -0.30
H 0.56 -0.15 1.29
H 1.23 -1.62 0.41
C -2.92 -3.60 -0.15
Cl -2.63 -4.10 -1.84
Cl -1.41 -3.19 0.74
H -3.48 -2.68 -0.27
H -3.56 -4.28 0.42
C 3.60 -3.35 2.68
Cl 3.58 -1.60 2.58
Cl 2.39 -3.96 1.59
H 4.56 -3.74 2.33
H 3.28 -3.81 3.62
C -6.66 -0.03 -0.93
Cl -4.99 -0.59 -1.08
Cl -7.01 1.26 0.23
H -6.95 0.34 -1.91
H -7.36 -0.86 -0.82
C 0.34 1.33 4.00
Cl 1.62 1.96 2.93
Cl 1.07 -0.25 4.56
H 0.15 1.96 4.87
H -0.60 1.20 3.47
C 1.24 -6.57 -0.09
Cl 1.61 -7.78 -1.39
Cl -0.48 -6.62 0.40
H 1.71 -6.87 0.84
H 1.49 -5.55 -0.40
C 4.58 3.00 -2.97
Cl 3.24 2.40 -4.06
Cl 3.97 4.14 -1.83
H 5.08 2.17 -2.47
H 5.39 3.44 -3.55
C -4.36 0.91 2.73
Cl -3.46 1.27 4.26
Cl -5.61 -0.30 2.86
H -4.88 1.81 2.41
H -3.62 0.67 1.96
*
```


(4)
Molecular formula: C13H26ClIIrNOP2
Method: DFT, the ωB97M-V functional and the def2-TZVPD basis

<S²>: 8.763
Energy above the lowest of the compared OMol25 structures with the same formula, charge and spin in kcal/mol: 0.0

ORCA input file:
```
! RIJCOSX wB97M-V def2-TZVPD def2/J DEFGRID3
* xyz 3 6
C 0.00 0.76 -6.24
C 0.00 0.90 -4.71
H 0.01 1.79 -6.67
H -0.90 0.26 -6.61
H 0.90 0.25 -6.61
O 0.01 1.97 -4.14
I -0.02 -0.83 -3.34
Ir 0.00 -0.61 -0.06
P 2.13 0.16 -0.10
C 2.56 1.47 1.08
C 3.10 -1.27 0.56
H 4.11 -1.21 0.13
H 3.97 0.74 -1.57
H 2.63 -2.22 0.27
H 2.68 -0.21 -2.43
H 2.12 1.27 2.06
H 3.18 -1.19 1.66
C 2.88 0.59 -1.70
H 3.65 1.51 1.19
H 2.42 1.53 -2.04
H 2.20 2.43 0.69
P -2.12 0.21 -0.09
C -2.53 1.52 1.10
C -2.87 0.69 -1.68
H -2.70 -2.15 0.25
H -4.14 -1.09 0.14
H -3.19 -1.13 1.66
C -3.13 -1.19 0.56
H -2.68 -0.11 -2.42
H -3.95 0.84 -1.54
H -3.62 1.57 1.22
H -2.16 2.48 0.72
H -2.39 1.62 -2.01
H -2.09 1.31 2.08
Cl -0.01 -2.65 -1.08
C 0.01 -1.03 4.83
C 0.03 0.23 4.21
C 0.02 0.35 2.83
N 0.00 -0.75 2.04
C -0.05 -1.99 2.60
C -0.04 -2.15 3.99
H 0.03 -1.13 5.92
H 0.07 1.16 4.77
H 0.04 1.29 2.29
H -0.08 -2.83 1.86
H -0.08 -3.18 4.36
*
```


(5)
Molecular formula: C13H26ClN2O5P2
Method: DFT, the ωB97M-V functional and the def2-TZVPD basis

ORCA input file:
```
! RIJCOSX wB97M-V def2-TZVPD def2/J DEFGRID3
* xyz -1 1
C 0.76 1.82 3.87
C 0.66 2.49 2.62
C 0.71 3.21 1.11
C 1.92 2.41 0.28
C 1.36 1.98 -1.21
C 1.28 0.34 -1.33
C 0.41 -0.38 -0.14
Cl 3.04 -0.28 -1.16
P 3.34 3.69 0.18
P 5.27 2.65 0.00
O 6.48 3.65 0.24
O 5.34 2.04 -1.66
O 5.39 1.25 1.06
H 1.07 0.95 4.64
H -0.34 3.07 0.62
H 0.93 4.36 1.16
H 0.33 2.50 -1.38
H 2.18 2.37 -1.99
H 0.78 0.09 -2.36
H -0.02 0.43 0.61
H 1.03 -1.19 0.48
H -0.48 -0.98 -0.65
H 3.40 4.32 1.49
H 4.98 2.81 -2.22
H 5.58 1.54 2.00
C 0.57 -3.48 -2.54
O 0.69 -2.28 -2.71
N -0.60 -4.14 -2.25
C -0.65 -5.58 -2.06
C -1.83 -3.38 -2.13
H 1.44 -4.16 -2.60
H -1.33 -6.01 -2.80
H -1.03 -5.79 -1.05
H 0.34 -6.03 -2.17
H -2.01 -2.86 -3.08
H -1.71 -2.64 -1.34
H -2.67 -4.04 -1.90
C -2.86 -0.68 1.56
O -2.93 -1.61 0.76
N -3.78 0.34 1.70
C -3.61 1.40 2.67
C -4.95 0.34 0.84
H -2.01 -0.59 2.26
H -4.47 1.39 3.35
H -3.58 2.36 2.14
H -2.69 1.27 3.24
H -5.51 -0.58 1.00
H -4.63 0.38 -0.20
H -5.58 1.21 1.06
*
```


Which calculated total energy belongs to each record? In order, -1609.19528, -11484.12997, -12475.83969, -2184.70566, -2139.34978 hartree.